ORCA calculation (ωB97M-V/def2-TZVPD) on the molecule C2H6N4OS3 at a distorted geometry.

Cartesian coordinates (Å):
1 C -2.34 0.71 -0.20
2 C 2.40 0.50 -0.36
3 N -1.98 0.21 1.01
4 N 2.82 -0.84 -0.34
5 N -1.24 0.80 -1.06
6 N 1.15 0.75 -0.81
7 O -0.14 -1.33 -0.45
8 S -3.73 1.53 -0.60
9 S 3.44 1.68 0.01
10 S -0.02 -0.33 -1.50
11 H -1.34 -0.49 0.89
12 H -2.57 0.00 1.83
13 H 2.09 -1.45 0.14
14 H 3.65 -0.88 0.15
15 H -1.30 1.65 -1.75
16 H 0.94 1.69 -1.16

Values from the calculation:
Net charge = 0
Max |F| = 0.080 hartree/bohr
E = -1568.5950 Ha
Highest occupied orbital energy = -8.80 eV

ORCA calculation (ωB97M-V/def2-TZVPD) on a cluster of 5 separate species, H10O5 in total at a distorted geometry.

Cartesian coordinates (Å):
1 O 1.24 -0.47 -0.72
2 H 0.57 -0.64 -1.40
3 H 0.75 -0.04 -0.01
4 O -3.31 -0.44 0.57
5 H -3.76 -1.27 0.80
6 H -2.92 -0.62 -0.29
7 O 2.94 0.05 0.85
8 H 3.90 -0.04 0.79
9 H 2.67 0.33 -0.03
10 O -0.72 3.13 -0.27
11 H 0.12 3.04 -0.74
12 H -0.58 3.88 0.31
13 O -0.25 -2.22 -0.38
14 H -0.37 -3.14 -0.13
15 H 0.40 -1.89 0.25

Values from the calculation:
Net charge = 0
ΔE to the lowest compared entry with this formula, charge and spin = 41.9 kcal/mol
Max |F| = 0.033 hartree/bohr
E = -382.1575 Ha
Structure (SMILES) = O.O.O.O.O
Highest occupied orbital energy = -10.95 eV

ORCA calculation (ωB97M-V/def2-TZVPD) on a structure of composition C42H42AsN6O4SSn.

Cartesian coordinates (Å):
1 Sn -0.12 0.02 0.48
2 O 0.82 3.90 -1.88
3 C -0.36 4.49 -1.63
4 C -0.71 5.59 -2.43
5 C -1.89 6.26 -2.21
6 C -2.76 5.86 -1.19
7 C -2.42 4.78 -0.41
8 C -1.23 4.07 -0.61
9 C -0.92 2.89 0.23
10 O 0.15 2.20 -0.06
11 N -1.77 2.55 1.16
12 N -1.31 1.39 1.80
13 C -1.58 1.33 3.05
14 C -1.07 0.34 3.98
15 C -1.60 0.36 5.28
16 C -1.10 -0.45 6.28
17 C -0.01 -1.28 5.98
18 C 0.53 -1.31 4.72
19 C 0.00 -0.53 3.67
20 O 0.49 -0.66 2.46
21 H 0.90 3.17 -1.22
22 H -0.02 5.89 -3.20
23 H -2.14 7.10 -2.83
24 H -3.68 6.40 -1.02
25 H -3.07 4.46 0.39
26 H -2.18 2.14 3.46
27 H -2.40 1.05 5.50
28 H -1.51 -0.42 7.27
29 H 0.42 -1.89 6.76
30 H 1.39 -1.92 4.49
31 S 2.49 -2.22 -1.01
32 C 4.14 -1.87 -1.51
33 C 5.09 -2.89 -1.53
34 C 6.39 -2.61 -1.91
35 C 6.73 -1.33 -2.32
36 C 5.78 -0.32 -2.35
37 C 4.48 -0.58 -1.92
38 As 3.05 0.73 -1.88
39 C 1.82 -0.33 -3.02
40 C 2.17 -1.64 -3.76
41 C 1.36 -2.00 -4.92
42 C 0.25 -1.32 -5.23
43 C -0.09 -0.08 -4.54
44 C 0.68 0.41 -3.56
45 C 3.72 1.96 -3.22
46 C 3.67 1.72 -4.59
47 C 4.19 2.65 -5.47
48 C 4.76 3.82 -5.00
49 C 4.80 4.07 -3.63
50 C 4.28 3.14 -2.74
51 H 4.80 -3.90 -1.25
52 H 7.14 -3.40 -1.90
53 H 7.74 -1.12 -2.64
54 H 6.05 0.67 -2.70
55 H 3.19 -2.00 -3.73
56 H 1.70 -2.82 -5.53
57 H -0.35 -1.61 -6.08
58 H -0.92 0.51 -4.91
59 H 0.51 1.42 -3.19
60 H 3.24 0.80 -4.97
61 H 4.15 2.46 -6.54
62 H 5.16 4.55 -5.69
63 H 5.24 4.99 -3.26
64 H 4.29 3.35 -1.68
65 N -1.44 -5.17 1.92
66 C -1.61 -4.87 0.46
67 C -1.21 -3.42 0.23
68 N -1.95 -2.48 1.05
69 C -1.88 -2.83 2.46
70 C -2.30 -4.26 2.76
71 H -0.46 -5.00 2.18
72 H -1.63 -6.15 2.12
73 H -2.66 -5.04 0.23
74 H -0.99 -5.57 -0.10
75 H -1.32 -3.17 -0.83
76 H -0.14 -3.30 0.44
77 H -2.90 -2.35 0.73
78 H -2.49 -2.15 3.05
79 H -0.85 -2.69 2.79
80 H -3.33 -4.47 2.47
81 H -2.15 -4.53 3.81
82 O 0.27 -2.10 -2.28
83 N 1.49 -1.68 -2.43
84 N -2.13 0.55 -1.36
85 C -3.28 -0.20 -1.03
86 C -4.23 0.30 -0.14
87 C -5.30 -0.49 0.23
88 C -5.46 -1.77 -0.29
89 C -4.52 -2.25 -1.20
90 C -3.43 -1.48 -1.56
91 H -2.27 1.55 -1.39
92 H -1.67 0.21 -2.19
93 H -4.09 1.29 0.28
94 H -6.03 -0.10 0.92
95 H -6.31 -2.38 -0.01
96 H -4.65 -3.23 -1.64
97 H -2.70 -1.84 -2.28

Values from the calculation:
Net charge = +1
ΔE to the lowest compared entry with this formula, charge and spin = 12.7 kcal/mol
Max |F| = 0.008 hartree/bohr
E = -5103.1236 Ha
Highest occupied orbital energy = -9.66 eV

ORCA calculation (ωB97M-V/def2-TZVPD) on a structure of composition C4H11KO4 at a distorted geometry.

Cartesian coordinates (Å):
1 K -0.35 0.08 0.69
2 C 2.80 0.80 -0.98
3 C 1.71 -0.20 -0.69
4 O 1.45 -0.92 -1.62
5 O 1.28 -0.28 0.47
6 H 2.51 1.81 -0.70
7 H 3.16 0.70 -2.00
8 H 3.62 0.66 -0.29
9 C -1.95 0.56 2.84
10 O -2.16 0.30 1.43
11 H -2.28 1.60 2.91
12 H -2.60 -0.07 3.43
13 H -0.88 0.48 3.04
14 H -3.10 0.41 1.29
15 C -0.79 -1.25 -1.65
16 O -0.40 0.06 -1.41
17 H -1.52 -1.13 -2.45
18 H -0.01 -1.81 -2.16
19 H -1.06 -1.86 -0.79
20 H 0.56 0.04 -1.35

Values from the calculation:
Net charge = 0
ΔE to the lowest compared entry with this formula, charge and spin = 207.8 kcal/mol
Max |F| = 0.338 hartree/bohr
E = -1059.5328 Ha
Highest occupied orbital energy = -8.28 eV

ORCA calculation (ωB97M-V/def2-TZVPD) on the molecule C4H6Cl2Si at a distorted geometry.

Cartesian coordinates (Å):
1 C 0.37 2.20 0.84
2 C -0.18 1.04 1.20
3 Si -1.09 -0.11 0.02
4 Cl -2.75 -0.82 0.95
5 Cl -1.60 0.91 -1.65
6 C -0.03 -1.75 -0.67
7 C 1.22 -1.66 -1.08
8 H 0.87 2.84 1.54
9 H 0.33 2.54 -0.18
10 H -0.12 0.74 2.24
11 H -0.55 -2.70 -0.67
12 H 1.77 -2.51 -1.45
13 H 1.76 -0.72 -1.08

Values from the calculation:
Net charge = 0
ΔE to the lowest compared entry with this formula, charge and spin = 30.8 kcal/mol
Max |F| = 0.057 hartree/bohr
E = -1365.9510 Ha
Structure (SMILES) = C=C[Si](Cl)(Cl)C=C
Highest occupied orbital energy = -10.34 eV

ORCA calculation (ωB97M-V/def2-TZVPD) on a cluster of 2 separate species, C2H6NO3 in total at a distorted geometry.

Cartesian coordinates (Å):
1 O 1.88 -0.77 -0.69
2 C 1.44 -0.84 0.50
3 O 0.78 -1.76 1.02
4 C 1.58 0.51 1.20
5 N 1.54 1.77 0.44
6 H 2.63 0.52 1.54
7 H 0.81 0.41 1.97
8 H 2.04 1.65 -0.43
9 H 0.59 2.05 0.14
10 H -6.33 1.07 -1.90
11 H -5.90 -0.29 -2.22
12 O -5.51 0.55 -1.95

Values from the calculation:
Net charge = -1
ΔE to the lowest compared entry with this formula, charge and spin = 31.0 kcal/mol
Max |F| = 0.057 hartree/bohr
E = -360.3218 Ha
Highest occupied orbital energy = -3.61 eV

ORCA calculation (ωB97M-V/def2-TZVPD) on a cluster of 2 separate species, C5H10O3 in total at a distorted geometry.

Cartesian coordinates (Å):
1 O 2.63 -1.13 -2.37
2 C 1.45 -1.13 -2.16
3 C 0.87 -0.81 -0.79
4 C 1.73 0.22 -0.07
5 C 0.94 0.81 1.11
6 C 1.89 1.41 2.14
7 O 1.77 2.50 2.59
8 H 0.75 -1.41 -2.96
9 H -0.15 -0.46 -0.87
10 H 0.86 -1.78 -0.28
11 H 2.66 -0.27 0.24
12 H 2.00 1.05 -0.71
13 H 0.30 1.60 0.74
14 H 0.23 0.14 1.61
15 H 2.76 0.82 2.48
16 H -6.63 -0.37 -0.94
17 H -6.91 -0.36 0.53
18 O -7.16 -0.84 -0.27

Values from the calculation:
Net charge = +1
ΔE to the lowest compared entry with this formula, charge and spin = 34.2 kcal/mol
2S+1 = 2
Max |F| = 0.022 hartree/bohr
E = -421.8335 Ha
<S²> = 0.758
Highest occupied orbital energy (spin up / spin down) = -13.32 / -13.32 eV

ORCA calculation (ωB97M-V/def2-TZVPD) on the molecule C4H7NO at a distorted geometry.

Cartesian coordinates (Å):
1 C -1.64 -0.95 -1.09
2 N -0.52 -0.07 -1.26
3 O 0.52 -0.51 -0.40
4 C 0.63 0.62 0.78
5 C 1.93 1.21 1.11
6 C 1.35 0.38 2.02
7 H -1.58 -1.21 -0.11
8 H -2.50 -0.44 -1.43
9 H -1.67 -1.88 -1.58
10 H -0.13 0.13 -2.14
11 H -0.20 1.16 0.63
12 H 2.69 1.75 0.66
13 H 1.12 -0.21 2.80

Values from the calculation:
Net charge = 0
ΔE to the lowest compared entry with this formula, charge and spin = 151.1 kcal/mol
Max |F| = 0.115 hartree/bohr
E = -286.3908 Ha
Structure (SMILES) = CNOC1C=C1
Highest occupied orbital energy = -8.30 eV

Question: What is the max |F| in the second record?
Answer: 0.033 hartree/bohr

Question: Which value of E does entry 6 give?
Answer: -360.3218 Ha

Question: Number 6 is which compound?
Answer: C2H6NO3

Question: Number 7 is which compound?
Answer: C5H10O3